The following is a DFT calculation (wB97M-V/def2-TZVPD) of a cluster of 6 separate species, C48H102N4O4 in total.

Results
- E_LUMO (spin up / spin down): -1.94 / -1.95 eV
- Charge: +1
- Expectation value of S²: 0.751
- Total energy: -2409.415716 Ha
- 2S+1: 2

Last column: Löwdin spin population.
Cartesian coordinates (Å):
C1 4.209 0.243 0.068  0.000
C2 5.557 0.068 -0.639  0.000
O1 6.252 -0.906 -0.451  0.000
O2 6.063 0.941 -1.410  0.000
H1 4.437 0.293 1.133  0.000
H2 3.376 -0.436 -0.111  0.000
H3 3.735 1.213 -0.086  0.000
C3 -0.394 -1.216 -0.594  0.000
C4 -0.859 0.199 -0.728  0.000
O3 -1.230 0.850 0.265  0.001
O4 -0.624 0.669 -1.879  0.001
H4 -0.838 -1.770 0.233  0.000
H5 0.641 -1.174 -0.255  0.000
H6 -0.234 -1.839 -1.474  0.000
C5 3.784 -4.747 -0.236  0.000
C6 3.641 -3.391 0.482  0.000
C7 4.388 -3.324 1.907  0.000
C8 3.988 -4.398 3.002  0.000
N1 5.102 -5.152 3.783  0.000
C9 4.418 -5.725 5.056  0.000
C10 5.119 -5.160 6.252  0.000
C11 6.461 -4.481 5.837  0.000
C12 6.294 -4.305 4.317  0.000
C13 5.637 -6.236 2.782  0.000
C14 6.603 -7.349 3.344  0.000
C15 6.918 -8.379 2.171  0.000
H7 3.608 -4.712 -1.311  0.000
H8 3.027 -5.468 0.072  0.000
H9 4.789 -5.163 -0.169  0.000
H10 2.593 -3.136 0.643  0.000
H11 4.068 -2.730 -0.273  0.000
H12 4.140 -2.346 2.320  0.000
H13 5.450 -3.520 1.764  0.000
H14 3.375 -5.173 2.542  0.000
H15 3.312 -3.867 3.672  0.000
H16 4.532 -6.806 5.145  0.000
H17 3.381 -5.423 5.202  0.000
H18 5.368 -5.915 6.997  0.000
H19 4.532 -4.405 6.775  0.000
H20 7.366 -5.058 6.026  0.000
H21 6.550 -3.475 6.247  0.000
H22 7.121 -4.322 3.608  0.000
H23 5.859 -3.309 4.231  0.000
H24 6.025 -5.584 2.000  0.000
H25 4.733 -6.827 2.633  0.000
H26 6.202 -7.846 4.228  0.000
H27 7.513 -6.804 3.597  0.000
H28 7.254 -7.796 1.313  0.000
H29 6.053 -8.937 1.814  0.000
H30 7.654 -9.155 2.380  0.000
C16 -3.006 6.690 1.204  0.003
C17 -1.925 6.233 0.282  0.001
C18 -2.338 5.639 -1.082  0.004
C19 -2.741 4.065 -1.098  0.003
N2 -3.843 3.711 -2.149  0.002
C20 -5.186 4.287 -1.701  0.022
C21 -6.268 3.245 -2.219  0.058
C22 -5.467 1.966 -2.628  0.119
C23 -4.073 2.224 -2.003  0.026
C24 -3.436 4.155 -3.610  0.044
C25 -1.977 3.706 -4.176  0.010
C26 -2.114 3.418 -5.672  0.038
H31 -3.852 6.025 1.031  0.002
H32 -3.251 7.736 1.022  0.001
H33 -2.751 6.545 2.254  0.000
H34 -1.259 5.502 0.739  0.000
H35 -1.241 7.048 0.044  0.000
H36 -1.532 5.855 -1.782  0.001
H37 -3.045 6.326 -1.548  0.003
H38 -3.098 3.731 -0.123  0.002
H39 -1.880 3.454 -1.368  0.000
H40 -5.320 5.331 -1.984  0.010
H41 -5.166 4.375 -0.615  0.005
H42 -6.685 3.812 -3.051  0.025
H43 -7.102 3.040 -1.549  0.008
H44 -5.277 1.792 -3.687  0.093
H45 -5.950 1.023 -2.372  0.015
H46 -3.311 1.818 -2.668  0.012
H47 -3.985 1.955 -0.950  0.006
H48 -3.614 5.226 -3.699  0.010
H49 -4.237 3.695 -4.190  0.032
H50 -1.549 2.822 -3.706  0.002
H51 -1.184 4.429 -3.986  0.001
H52 -1.222 2.970 -6.108  0.002
H53 -2.290 4.371 -6.172  0.005
H54 -2.994 2.792 -5.822  0.037
C27 3.582 3.748 2.483  0.000
C28 2.972 2.456 2.910  0.000
C29 1.609 2.486 3.632  0.000
C30 0.462 3.136 2.841  0.000
N3 -0.984 2.845 3.431  0.000
C31 -1.162 1.365 3.806  0.000
C32 -2.630 1.054 3.809  0.002
C33 -3.196 2.036 2.802  0.010
C34 -2.224 3.054 2.490  0.001
C35 -1.195 3.592 4.813  0.000
C36 -1.076 5.186 4.712  0.000
C37 -1.353 5.892 6.025  0.000
H55 3.934 4.371 3.306  0.000
H56 3.158 4.353 1.682  0.000
H57 4.439 3.398 1.907  0.000
H58 3.699 2.012 3.590  0.000
H59 2.772 1.716 2.135  0.000
H60 1.837 3.105 4.500  0.000
H61 1.384 1.455 3.905  0.000
H62 0.269 2.692 1.864  0.000
H63 0.597 4.217 2.808  0.000
H64 -0.771 1.042 4.772  0.000
H65 -0.778 0.849 2.926  0.000
H66 -3.203 1.090 4.736  0.000
H67 -2.689 0.040 3.411  0.001
H68 -4.149 2.454 3.129  0.006
H69 -3.367 1.572 1.830  0.004
H70 -2.521 4.093 2.635  0.001
H71 -1.987 2.941 1.433  0.000
H72 -0.485 3.191 5.537  0.000
H73 -2.207 3.369 5.151  0.000
H74 -1.770 5.613 3.987  0.000
H75 -0.098 5.524 4.369  0.000
H76 -0.417 5.885 6.584  0.000
H77 -2.114 5.365 6.600  0.000
H78 -1.743 6.906 6.118  0.000
C38 -4.919 -2.963 -1.443  0.011
C39 -4.664 -1.640 -2.091  0.026
C40 -3.278 -1.675 -2.765  0.007
C41 -3.359 -2.232 -4.255  0.029
N4 -2.175 -1.654 -5.133  0.002
C42 -2.404 -0.149 -5.581  0.054
C43 -2.062 -0.126 -7.094  0.019
C44 -2.616 -1.518 -7.552  0.019
C45 -2.196 -2.446 -6.445  0.006
C46 -0.704 -1.787 -4.615  0.002
C47 -0.197 -3.271 -4.501  0.002
C48 1.127 -3.368 -3.835  0.000
H79 -4.859 -3.794 -2.147  0.002
H80 -5.923 -2.961 -1.019  0.004
H81 -4.149 -3.049 -0.677  0.000
H82 -4.594 -0.811 -1.386  0.005
H83 -5.453 -1.312 -2.767  0.027
H84 -2.551 -2.320 -2.272  0.000
H85 -2.806 -0.696 -2.853  0.004
H86 -4.253 -2.211 -4.879  0.028
H87 -3.154 -3.302 -4.287  0.002
H88 -1.659 0.481 -5.097  0.002
H89 -3.446 0.085 -5.360  0.070
H90 -1.017 0.042 -7.357  0.001
H91 -2.624 0.650 -7.614  0.018
H92 -2.240 -1.664 -8.564  0.001
H93 -3.692 -1.648 -7.661  0.019
H94 -1.219 -2.813 -6.761  0.000
H95 -2.883 -3.293 -6.448  0.005
H96 -0.859 -1.337 -3.634  0.000
H97 -0.091 -1.238 -5.330  0.000
H98 -0.035 -3.835 -5.420  0.000
H99 -0.932 -3.871 -3.964  0.001
H100 1.337 -2.468 -3.258  0.000
H101 1.945 -3.432 -4.553  0.000
H102 1.228 -4.194 -3.131  0.000

The following is a DFT calculation (wB97M-V/def2-TZVPD) of a structure of composition C28H33AsCl2IrNO5S.

Results
- E_LUMO: -0.20 eV
- Relative energy (zero: lowest compared OMol25 entry of this formula, charge and spin): 0.0 kcal/mol
- Total energy: -5176.471797 Ha

Last column: Löwdin charge in e.
Cartesian coordinates (Å):
Ir1 -0.369 -1.520 -0.016  1.015
O1 -0.779 -1.668 1.970  -0.291
N1 -0.940 -2.921 2.438  -0.185
C1 -1.301 -3.001 3.740  -0.020
C2 -1.475 -4.208 4.348  -0.051
C3 -1.269 -5.373 3.594  -0.061
C4 -0.905 -5.267 2.280  -0.078
C5 -0.735 -4.010 1.667  -0.613
S1 -0.285 -3.833 0.020  0.696
H1 -1.429 -2.040 4.214  0.143
H2 -1.766 -4.243 5.387  0.109
H3 -1.397 -6.347 4.046  0.112
H4 -0.739 -6.141 1.667  0.110
Cl1 -3.896 0.777 -5.920  0.659
C6 -2.794 0.165 -4.725  -0.669
C7 -1.423 0.135 -5.009  -0.113
C8 -0.542 -0.347 -4.082  -0.571
Cl2 1.150 -0.373 -4.452  0.725
C9 -0.951 -0.824 -2.800  -0.363
O2 -0.039 -1.261 -2.007  -0.270
C10 -2.352 -0.779 -2.545  -0.115
C11 -2.979 -1.236 -1.337  -0.157
O3 -2.464 -1.651 -0.294  -0.120
C12 -3.245 -0.288 -3.522  -0.062
H5 -1.056 0.493 -5.961  0.109
H6 -4.076 -1.216 -1.354  0.139
H7 -4.305 -0.270 -3.301  0.115
C13 2.519 -2.048 2.992  -0.144
C14 2.685 -0.885 2.020  -0.369
As1 1.983 -1.287 0.253  1.161
C15 2.950 -2.924 -0.193  -0.425
C16 4.465 -2.783 -0.116  -0.154
C17 2.764 -0.047 -1.032  -0.384
C18 3.829 0.885 -0.472  -0.155
H8 2.970 -1.805 3.955  0.076
H9 2.995 -2.961 2.630  0.061
H10 1.463 -2.261 3.164  0.048
H11 3.737 -0.626 1.894  0.065
H12 2.157 0.003 2.356  0.062
H13 2.626 -3.186 -1.204  0.070
H14 2.588 -3.720 0.456  0.036
H15 4.832 -1.997 -0.778  0.059
H16 4.953 -3.713 -0.412  0.072
H17 4.798 -2.548 0.897  0.063
H18 1.928 0.517 -1.438  0.028
H19 3.152 -0.666 -1.844  0.065
H20 3.416 1.504 0.323  0.063
H21 4.195 1.547 -1.260  0.074
H22 4.690 0.342 -0.078  0.058
C19 -2.674 6.615 -0.422  -0.056
C20 -2.030 5.268 -0.229  -0.269
C21 -2.357 4.468 0.858  -0.010
C22 -1.756 3.230 1.057  -0.202
C23 -2.132 2.365 2.231  -0.026
C24 -0.798 2.799 0.145  -0.065
C25 -0.453 3.576 -0.960  -0.194
C26 0.565 3.080 -1.952  -0.016
C27 -1.080 4.803 -1.132  -0.009
C28 -0.131 1.465 0.344  -0.584
O4 0.992 1.379 0.829  0.013
O5 -0.854 0.478 -0.060  -0.146
H23 -3.568 6.717 0.192  0.072
H24 -2.957 6.771 -1.464  0.077
H25 -1.987 7.418 -0.146  0.081
H26 -3.101 4.814 1.568  0.113
H27 -2.794 2.898 2.912  0.075
H28 -1.245 2.053 2.787  0.088
H29 -2.635 1.456 1.896  0.085
H30 0.275 2.106 -2.356  0.074
H31 1.542 2.961 -1.479  0.083
H32 0.667 3.772 -2.787  0.080
H33 -0.823 5.410 -1.994  0.116